ORCA calculation (ωB97M-V/def2-TZVPD) on a structure of composition C4H4CsO5 in a non-equilibrium geometry.

Results
Orbital gap (spin up / spin down) ... 0.2373 / 0.2766 Ha
<S²> ... 0.769
Lowest unoccupied orbital energy (spin up / spin down) ... -0.026 / -0.027 hartree
HOMO level (spin up / spin down) ... -7.1698 / -8.2708 eV
2S+1 ... 2
Energy relative to the best compared isomer or geometry (same formula, charge and spin) ... 1.0863 eV

Geometry as XYZ:
```
14
Properties=species:S:1:pos:R:3:forces:R:3
O -0.887976 1.006501 0.559852 0.00 -0.87 0.58
C -0.905822 2.079929 -0.339898 0.27 0.35 -0.22
O -0.315201 1.746326 -1.399280 0.14 -0.18 -0.46
O -1.427077 3.133140 -0.007032 -0.11 -0.20 0.16
C -1.438422 1.181158 1.855262 0.38 0.09 -0.27
C -1.665605 -0.144714 2.496162 -1.57 0.80 -0.51
H -2.402671 1.708484 1.766244 0.11 0.00 0.13
H -0.771159 1.808418 2.465131 -0.21 -0.02 -0.06
H -2.167880 -0.084177 3.466201 0.54 -0.15 -0.10
H -2.109314 -0.911927 1.854766 0.39 0.12 0.10
O 1.109070 -2.319913 1.499666 -0.63 -1.68 -0.03
O -0.033416 -1.241977 3.149195 0.06 -3.18 0.24
C 0.484042 -2.123937 2.479174 0.89 4.48 0.05
Cs 0.939518 -0.572710 -2.274823 -0.28 0.43 0.39
```
Positions in Å, forces in eV/Å.